# C8H20ClN2O4

A 2-piece molecular cluster, C8H20ClN2O4 overall (ωB97M-V with the def2-TZVPD basis set, the OMol25 dataset).

```
35
Properties=species:S:1:pos:R:3:lowdin_charge:R:1
C 0.859 -2.604 0.925 -0.1098
C 0.042 -1.528 1.622 -0.6543
Cl 0.770 0.104 1.320 0.5823
C -0.126 -1.737 3.145 -0.1811
O 0.646 -2.840 3.611 -0.0183
C -0.066 -3.822 4.214 -0.5811
O -1.033 -4.354 3.745 0.1558
O 0.454 -4.219 5.378 0.0036
N 1.312 -3.260 6.008 0.0884
H 1.106 -2.273 -0.087 0.0696
H 1.787 -2.824 1.449 0.0866
H 0.245 -3.505 0.848 0.0980
H -0.951 -1.501 1.172 0.0994
H -1.184 -1.897 3.370 0.1363
H 0.200 -0.848 3.690 0.1126
H 2.254 -3.504 5.709 0.0977
H 1.235 -3.532 6.983 0.0999
C -0.141 4.097 -3.089 -0.0238
C 0.344 2.900 -2.291 -0.2986
C 0.388 1.581 -3.065 -0.1753
O -0.925 1.105 -3.270 -0.1978
C -1.484 1.298 -4.574 -0.0526
N -0.621 2.642 -1.161 0.2217
H -1.189 3.995 -3.374 0.0860
H -0.034 5.021 -2.519 0.0936
H 0.449 4.199 -3.997 0.1029
H 1.313 3.111 -1.840 0.1587
H 0.916 0.830 -2.471 0.1357
H 0.931 1.710 -4.002 0.1382
H -0.707 1.268 -5.338 0.0979
H -2.024 2.244 -4.639 0.0841
H -2.181 0.483 -4.748 0.0986
H -0.922 3.494 -0.688 0.1753
H -0.228 1.999 -0.466 0.1059
H -1.436 2.166 -1.572 0.1642
```

Output
**Highest occupied orbital energy**: -12.25 eV
**Total charge**: +1
**Kohn-Sham gap**: 9.2 eV

# C8H20ClNO

A 2-piece molecular cluster, C8H20ClNO overall at a distorted geometry (ωB97M-V with the def2-TZVPD basis set, the OMol25 dataset).

```
31
Properties=species:S:1:pos:R:3:lowdin_charge:R:1
Cl -3.026 -0.999 0.746 -0.1649
C 0.930 1.465 -2.612 -0.0694
C 0.670 -0.003 -2.061 -0.1540
N -0.083 -0.013 -0.702 -0.1839
C -1.371 0.700 -0.849 -0.1241
C -0.276 -1.533 -0.297 -0.2350
C 0.969 -2.332 -0.240 -0.0861
C 0.921 0.766 0.340 -0.0415
C 0.526 0.566 1.746 -0.2988
O -0.730 1.004 2.065 -0.1797
C -1.199 0.461 3.283 -0.1093
H 0.195 2.269 -2.565 0.0735
H 1.140 1.270 -3.664 0.0714
H 1.902 1.833 -2.283 0.0662
H 1.639 -0.500 -2.036 0.1109
H 0.166 -0.503 -2.888 0.1213
H -1.203 1.773 -0.940 0.0937
H -2.078 0.493 -0.045 -0.1027
H -1.812 0.253 -1.739 0.1032
H -0.998 -1.892 -1.030 0.1082
H -0.825 -1.633 0.639 0.0154
H 1.169 -2.752 -1.225 0.0788
H 0.832 -3.161 0.455 0.0917
H 1.809 -1.752 0.143 0.0746
H 0.738 1.836 0.244 0.1307
H 1.985 0.580 0.193 0.1308
H 1.237 1.189 2.289 0.1347
H 0.710 -0.423 2.167 0.1262
H -1.861 -0.394 3.144 0.0408
H -1.658 1.324 3.766 0.0952
H -0.417 0.109 3.956 0.0820
```

Output
**Highest occupied orbital energy**: -7.31 eV
**Relative energy (zero: lowest compared OMol25 entry of this formula, charge and spin)**: 0.838 eV
**Total charge**: 0
**Kohn-Sham gap**: 7.6 eV

# C8H20InO13S4

C8H20InO13S4 as an isolated structure at a distorted geometry (ωB97M-V with the def2-TZVPD basis set, the OMol25 dataset).

```
46
Properties=species:S:1:pos:R:3:lowdin_charge:R:1
C -1.407 -0.777 -2.029 -0.0985
C -2.334 0.118 -2.860 -0.4607
O -3.209 0.787 -1.971 -0.4631
In -5.185 0.151 -2.226 0.2111
S -5.368 -2.258 -2.850 0.0776
H -0.466 -0.978 -2.539 0.0502
H -1.968 -1.677 -1.794 0.0625
H -1.171 -0.215 -1.129 0.0632
H -1.753 0.852 -3.439 0.0896
H -2.896 -0.493 -3.578 0.0531
H -5.851 1.084 -3.604 -0.1224
H -6.043 0.551 -0.706 -0.1335
H -4.552 -2.980 -2.064 -0.3181
C 2.332 -1.774 1.389 -0.1672
C 2.433 -0.697 0.337 -0.1744
O 2.816 -1.399 -0.862 -0.1817
S 2.171 -2.864 -0.846 0.5981
O 0.975 -2.854 -1.605 -0.2163
O 3.206 -3.809 -1.085 -0.2371
O 1.764 -2.902 0.703 -0.1833
H 3.318 -2.065 1.763 0.1326
H 1.688 -1.470 2.215 0.0847
H 3.165 0.058 0.582 0.0984
H 1.465 -0.228 0.161 0.1200
C -2.738 -2.024 3.919 -0.1563
C -2.067 -1.850 5.265 -0.1672
O -0.789 -1.278 4.954 -0.1883
S -0.931 -0.335 3.661 0.6273
O -1.069 1.010 4.082 -0.2043
O 0.058 -0.730 2.720 -0.2231
O -2.356 -0.865 3.174 -0.1645
H -2.365 -2.908 3.397 0.1374
H -3.821 -2.079 3.995 0.1383
H -1.940 -2.789 5.796 0.1326
H -2.613 -1.145 5.896 0.1321
C 3.764 4.781 -1.543 -0.1679
C 3.341 4.037 -2.792 -0.1631
O 3.481 2.655 -2.446 -0.1769
S 3.153 2.455 -0.890 0.6129
O 1.811 2.034 -0.755 -0.1877
O 4.238 1.761 -0.295 -0.2206
O 3.242 4.001 -0.462 -0.1832
H 4.852 4.816 -1.449 0.1316
H 3.363 5.790 -1.503 0.1340
H 3.962 4.274 -3.651 0.1341
H 2.293 4.225 -3.035 0.1378
```

Output
**Highest occupied orbital energy**: -4.49 eV
**Total charge**: -1
**Kohn-Sham gap**: 6.3 eV

# C8H20N5O3S

C8H20N5O3S as an isolated structure at a distorted geometry (ωB97M-V with the def2-TZVPD basis set, the OMol25 dataset).

```
37
Properties=species:S:1:pos:R:3:lowdin_charge:R:1
C -0.177 -2.545 -0.311 -0.0766
C 1.104 -1.665 0.143 -0.3900
C 1.636 -0.719 -1.030 -0.0673
C 0.645 -0.869 1.453 -0.2229
C 1.663 -0.968 2.675 -0.3270
S 1.402 -2.532 3.631 1.1445
N 2.874 -3.473 3.628 -0.1345
C 3.006 -3.923 2.433 -0.3424
O 3.118 -4.510 1.438 0.2632
H -1.110 -1.929 -0.081 0.0876
H -0.185 -3.438 0.405 0.0716
H -0.124 -2.855 -1.394 0.0890
H 1.937 -2.396 0.375 0.0974
H 0.822 -0.519 -1.804 0.0855
H 2.457 -1.260 -1.612 0.0893
H 2.100 0.241 -0.639 0.0877
H 0.464 0.210 1.187 0.0949
H -0.338 -1.328 1.820 0.1054
H 1.408 -0.111 3.385 0.1143
H 2.727 -0.827 2.321 0.1243
H 0.480 -3.301 2.907 0.0511
C -1.424 2.857 1.198 -0.6879
O -0.725 1.967 1.666 -0.0009
N -2.775 2.758 1.111 0.1589
N -0.909 4.019 0.725 0.1626
H -3.365 3.475 0.731 0.1018
H -3.196 1.910 1.452 0.1089
H 0.090 4.132 0.773 0.1143
H -1.465 4.760 0.337 0.1045
C -1.010 1.722 -3.648 -0.7041
O 0.175 1.998 -3.721 0.0215
N -1.788 2.107 -2.599 0.1487
N -1.657 1.007 -4.606 0.1503
H -2.765 1.890 -2.518 0.0906
H -1.343 2.638 -1.870 0.0832
H -1.115 0.705 -5.397 0.1088
H -2.631 0.770 -4.564 0.0939
```

Output
**Highest occupied orbital energy**: -11.98 eV
**Relative energy (zero: lowest compared OMol25 entry of this formula, charge and spin)**: 1.252 eV
**Total charge**: +1
**Kohn-Sham gap**: 7.5 eV

# C8H20O22P2V4

C8H20O22P2V4 as an isolated structure at a distorted geometry (ωB97M-V with the def2-TZVPD basis set, the OMol25 dataset).

```
56
Properties=species:S:1:pos:R:3:lowdin_charge:R:1
O -17.876 8.228 11.083 -0.1909
V -16.785 7.525 11.928 1.2891
O -16.603 8.291 13.287 -0.1877
O -13.585 1.556 13.191 -0.2029
V -13.153 2.576 14.346 1.3102
O -11.661 2.109 14.799 -0.1997
O -22.999 5.898 12.172 -0.2048
V -23.119 6.331 13.777 1.3468
O -24.585 7.054 14.004 -0.1998
O -21.030 -0.949 18.632 -0.2243
V -20.866 0.336 17.646 1.2536
O -21.012 1.586 18.629 -0.2540
O -18.995 3.064 15.025 0.0746
C -18.450 4.058 14.291 -0.9220
O -17.276 4.003 13.989 -0.0282
O -19.155 4.990 13.898 -0.0618
H -18.248 2.466 14.945 0.1011
O -16.017 0.235 19.309 0.1020
C -16.060 0.310 17.958 -0.8345
O -15.199 0.966 17.361 -0.0352
O -17.110 -0.022 17.327 -0.0515
H -15.243 0.802 19.311 0.0947
C -13.443 6.848 20.954 -0.0283
O -13.336 6.114 19.694 -0.2233
P -13.491 6.799 18.316 0.4325
O -13.512 5.894 17.113 -0.2910
O -14.781 7.810 18.535 -0.2570
C -16.088 7.191 18.743 -0.0656
O -12.235 7.861 18.315 -0.2016
C -11.733 8.103 16.985 -0.1294
H -13.342 7.904 20.704 0.0869
H -12.549 6.529 21.491 0.1050
H -14.434 6.629 21.351 0.0915
H -16.214 6.419 17.983 0.0794
H -16.806 8.011 18.740 0.0964
H -15.981 6.613 19.661 0.0739
H -11.096 8.988 17.001 0.0929
H -12.456 8.291 16.192 0.0739
H -11.186 7.281 16.524 0.0796
C -20.442 -4.995 12.780 -0.0841
O -20.236 -3.803 11.966 -0.2420
P -21.317 -2.582 12.298 0.5133
O -21.278 -2.055 13.716 -0.2873
O -21.045 -1.608 11.060 -0.1997
C -21.530 -0.332 11.089 -0.1576
O -22.825 -3.167 11.935 -0.2443
C -23.045 -3.897 10.703 -0.0910
H -19.625 -5.094 13.495 0.0962
H -20.494 -5.847 12.103 0.0911
H -21.440 -4.973 13.218 0.0807
H -21.654 0.125 12.071 0.0751
H -22.527 -0.335 10.649 0.0988
H -20.834 0.397 10.675 0.0940
H -22.166 -4.348 10.241 0.0849
H -23.402 -3.180 9.965 0.0868
H -23.722 -4.737 10.854 0.0941
```

Output
**Highest occupied orbital energy**: -11.57 eV
**Relative energy (zero: lowest compared OMol25 entry of this formula, charge and spin)**: 15.208 eV
**Total charge**: +2
**Kohn-Sham gap**: 1.7 eV

# C8H20O3P2

A 2-piece molecular cluster, C8H20O3P2 overall at a distorted geometry (ωB97M-V with the def2-TZVPD basis set, the OMol25 dataset).

```
33
Properties=species:S:1:pos:R:3:lowdin_charge:R:1
C -1.319 0.358 3.786 -0.0782
C -1.919 0.148 2.334 -0.2880
O -0.991 0.518 1.334 -0.2840
P -0.432 -0.550 0.240 0.5265
O -1.333 -1.700 -0.041 -0.2842
C 0.275 0.576 -1.095 -0.4373
P 0.995 1.936 -0.386 0.7823
C 2.559 1.658 0.530 -0.2809
O 0.988 -0.968 1.007 -0.2799
C 1.891 -1.929 0.525 -0.3027
C 2.161 -1.892 -0.998 -0.1055
H -1.706 -0.391 4.491 0.0700
H -0.219 0.121 3.853 0.0715
H -1.253 1.493 3.886 0.0886
H -2.930 0.649 2.235 0.1284
H -2.173 -0.947 2.227 0.1113
H -0.154 0.588 -2.046 -0.0313
H 0.553 2.730 0.718 -0.0006
H 1.231 2.738 -1.580 0.0376
H 2.669 0.724 1.063 0.0152
H 2.630 2.582 1.249 0.0729
H 3.367 1.660 -0.285 0.0612
H 2.886 -1.723 1.011 0.1136
H 1.669 -3.087 0.693 0.1509
H 1.234 -1.930 -1.475 0.0283
H 2.596 -0.934 -1.287 0.0651
H 2.510 -2.818 -1.388 0.0674
C -2.530 -0.078 -4.240 -0.0525
C -2.853 -0.198 -2.932 -0.0415
H -3.243 -0.293 -5.038 0.0454
H -1.562 0.236 -4.473 0.0130
H -3.821 -0.492 -2.612 0.0413
H -2.104 0.044 -2.246 -0.0238
```

Output
**Highest occupied orbital energy**: -8.25 eV
**Relative energy (zero: lowest compared OMol25 entry of this formula, charge and spin)**: 0.033 eV
**SMILES string**: CCOP(=O)(C=[PH2]C)OCC.C=C
**Total charge**: 0
**Kohn-Sham gap**: 8.9 eV